[1]
# CHF3MgNO3S2Yb

A molecular structure, CHF3MgNO3S2Yb in a non-equilibrium geometry (ωB97M-V/def2-TZVPD, OMol25).

Structure (XYZ):
```
13
Properties=species:S:1:pos:R:3:forces:R:3:mulliken_spin:R:1
Yb -0.79627 -2.49556 1.41091 -0.7035 -1.3478 0.1500 0.016
N -1.12046 0.37029 -0.21572 2.7885 0.6211 1.6794 0.433
S -1.77334 -0.73677 -1.20060 -1.0996 -2.1379 -0.2151 0.037
O -2.01332 -2.07389 -0.44240 0.8068 1.5626 -0.2568 0.020
S 0.26084 -0.23612 0.72886 -1.4378 1.7569 -1.3585 0.471
O 1.76144 2.37522 0.26657 -1.7335 2.1494 -1.3313 0.000
C -3.52229 -0.06482 -1.16807 -1.1954 0.0452 -0.3871 0.021
F -3.53418 1.14632 -1.70198 0.3926 0.1587 0.0271 0.002
F -3.97363 -0.00903 0.06982 0.2767 -0.0864 0.1273 0.003
F -4.29236 -0.86231 -1.88920 0.5867 0.0418 0.2657 0.002
Mg -0.08217 2.69571 -0.39348 1.6202 -0.5834 0.6810 -0.006
O 1.53016 3.90877 -0.28400 -0.6743 -2.1225 0.6628 0.002
H 2.17746 3.98535 -0.99443 0.3727 -0.0577 -0.0444 0.000
```
Forces are in eV/Å.

Calculated values
⟨S²⟩ = 0.76
orbital gap (spin up / spin down) = 8.1 / 6.5 eV
spin multiplicity = 2
charge = +2
F_max = 0.0644 Eh/bohr

[2]
# C38H54AlAsN2PS2Si

A molecular structure, C38H54AlAsN2PS2Si (ωB97M-V/def2-TZVPD, OMol25).

Structure (XYZ):
```
100
Properties=species:S:1:pos:R:3:forces:R:3:mulliken_charge:R:1
Al 0.08702 0.00947 0.37043 -0.2135 -0.1662 -0.3732 1.068
S 2.26401 0.21489 -0.12837 0.1980 0.3434 0.2290 -0.161
C 3.28912 -1.23667 -0.06466 -0.1055 0.0964 -0.1287 0.516
C 4.66153 -1.02596 0.06300 0.0241 -0.0797 0.0266 -0.826
C 5.53033 -2.10283 0.02637 -0.0207 -0.0152 -0.0152 -0.596
C 5.04593 -3.39633 -0.14245 -0.0131 0.0296 -0.0047 -0.813
C 3.68300 -3.60411 -0.26502 0.0195 0.0222 0.0618 -0.322
C 2.80067 -2.52699 -0.22772 -0.0509 -0.0547 -0.1165 -0.495
As 0.88527 -2.75029 -0.30219 -0.0790 -0.1158 0.2174 0.645
C 0.76414 -4.20012 0.99348 0.1073 -0.0465 -0.0592 0.242
C 0.61414 -5.54326 0.66971 -0.0042 0.0284 0.0270 -0.174
C 0.63822 -6.50714 1.67147 -0.0128 0.0214 -0.0007 -0.686
C 0.81988 -6.13618 2.99483 0.0055 -0.0017 -0.0028 -0.519
C 0.98362 -4.79613 3.32178 -0.0305 0.0037 -0.0166 -0.719
C 0.95465 -3.83413 2.32446 -0.0611 -0.0035 -0.0021 -0.633
C 0.60724 -3.62392 -2.00958 -0.0080 0.1269 -0.0494 0.148
C 1.47550 -3.35827 -3.06505 0.0121 -0.0762 0.0153 -0.597
C 1.22619 -3.88985 -4.32316 -0.0117 0.0166 -0.0066 -0.701
C 0.10648 -4.68125 -4.53735 -0.0106 0.0236 -0.0133 -0.600
C -0.77227 -4.93357 -3.49260 -0.0063 0.0382 0.0145 -0.886
C -0.52923 -4.39908 -2.23455 -0.0285 0.0563 -0.0419 0.012
H 5.03947 -0.01957 0.18514 -0.0037 0.0009 0.0116 0.492
H 6.59394 -1.93174 0.12853 0.0039 -0.0061 -0.0018 0.389
H 5.72732 -4.23571 -0.17378 0.0077 0.0027 0.0044 0.424
H 3.29843 -4.61104 -0.38031 -0.0114 0.0047 -0.0014 0.468
H 0.49459 -5.85093 -0.36044 0.0065 -0.0082 -0.0132 0.481
H 0.52381 -7.55149 1.41186 -0.0015 -0.0033 0.0008 0.425
H 0.84429 -6.88988 3.77058 -0.0071 -0.0003 0.0026 0.389
H 1.13514 -4.50245 4.35234 0.0090 0.0032 0.0010 0.432
H 1.09643 -2.78965 2.58439 0.0084 0.0160 0.0078 0.625
H 2.35653 -2.74844 -2.90403 0.0031 -0.0027 0.0084 0.441
H 1.91165 -3.68828 -5.13606 0.0070 -0.0054 0.0000 0.447
H -0.08198 -5.10025 -5.51705 0.0072 -0.0149 -0.0028 0.435
H -1.64807 -5.54847 -3.65525 0.0001 -0.0169 0.0009 0.453
H -1.22787 -4.59494 -1.42982 -0.0057 -0.0020 0.0347 0.518
C -3.32738 0.31288 1.49664 -0.0029 0.1135 -0.0407 -1.272
Si -1.83753 -0.83646 1.65614 0.0135 -0.3248 -0.1629 0.810
C -2.26741 -2.40950 0.67921 0.0200 -0.1592 0.0475 -0.683
C -1.79986 -1.37664 3.44552 0.0960 0.2321 0.1814 -1.206
H -4.24857 -0.27847 1.51456 0.0203 0.0074 0.0016 0.622
H -3.32202 0.93941 0.60088 -0.0280 0.0351 0.0156 0.210
H -3.36660 0.99127 2.34895 -0.0492 0.0177 0.0042 0.388
H -3.34424 -2.60133 0.68518 0.0252 0.0150 0.0335 0.577
H -1.79218 -3.26592 1.16570 -0.0078 0.0219 -0.0054 0.501
H -1.92149 -2.40487 -0.35687 -0.1132 0.0393 -0.0098 -0.308
H -2.82374 -1.62911 3.73631 0.0304 -0.0364 0.0341 0.369
H -1.44900 -0.58905 4.11652 -0.0377 -0.0184 0.0048 0.334
H -1.17600 -2.25362 3.60336 0.0495 -0.0792 -0.0184 0.322
C 1.20970 3.15788 1.85487 0.0019 -0.0402 -0.0009 -1.385
P 0.25077 2.59062 0.41152 0.0597 -0.0363 0.1457 0.674
C 1.15141 3.34381 -0.97516 -0.0186 -0.0240 0.0022 -1.466
C -1.28154 3.54765 0.55584 -0.0327 -0.0649 0.0076 0.740
C -2.06006 3.35781 1.69520 -0.0018 0.0739 0.0228 -0.939
C -3.21309 4.09840 1.89347 -0.0039 0.0180 -0.0082 -0.628
C -3.60574 5.03336 0.94462 0.0045 -0.0074 0.0133 -0.569
C -2.85018 5.21113 -0.20440 0.0128 -0.0252 -0.0124 -0.732
C -1.69061 4.47243 -0.39993 -0.0529 -0.0331 -0.0487 -0.388
H 1.18039 4.24577 1.91314 0.0326 0.0021 0.0085 0.471
H 2.23857 2.81392 1.75040 -0.0100 -0.0174 0.0058 0.418
H 0.79783 2.73929 2.77283 -0.0076 0.0135 -0.0005 0.394
H 1.23989 4.41870 -0.81308 0.0001 0.0073 -0.0347 0.498
H 0.64472 3.14702 -1.91874 -0.0046 -0.0071 0.0002 0.336
H 2.14354 2.89686 -1.01659 -0.0160 0.0126 -0.0074 0.425
H -1.76137 2.62683 2.43655 0.0400 0.0086 0.0556 0.496
H -3.80440 3.94941 2.78760 0.0038 0.0043 0.0023 0.436
H -4.49636 5.62615 1.10543 -0.0177 -0.0189 -0.0170 0.423
H -3.15860 5.93046 -0.95149 0.0047 0.0117 0.0079 0.438
H -1.11502 4.62247 -1.30361 0.0161 0.0148 0.0147 0.349
C -4.40480 1.89586 -4.30912 0.0107 -0.0179 -0.0173 -0.761
C -4.59161 0.97740 -5.51582 0.0439 0.0231 0.0499 -0.417
C -3.34959 0.18555 -5.92791 -0.0404 0.0195 0.0545 -0.837
C -2.95196 -0.93321 -4.96592 0.0673 0.1301 0.0809 -0.508
N -2.13852 -0.43104 -3.84655 -0.0117 -0.1082 -0.0023 0.092
C -2.31827 -0.32706 -2.53536 0.0151 0.0368 0.0408 0.229
S -1.05582 0.55949 -1.71516 0.1526 0.1480 -0.1386 -0.586
N -3.38588 -0.72581 -1.86090 0.0329 0.0070 -0.0537 0.979
C -4.61293 -1.39098 -2.31157 0.0264 0.0122 0.0331 -0.175
C -5.59314 -1.46223 -1.14993 -0.0653 0.0854 -0.0498 -0.812
C -6.24410 -0.10726 -0.85280 -0.0159 -0.0313 -0.0352 -0.107
C -7.34796 0.24573 -1.84523 0.0202 0.0078 0.0058 -1.387
H -5.31823 2.45512 -4.10487 -0.0029 0.0051 -0.0168 0.363
H -3.60788 2.62016 -4.49056 0.0106 -0.0144 0.0036 0.387
H -4.15030 1.35357 -3.39701 -0.0142 -0.0068 0.0081 -0.070
H -4.90275 1.58345 -6.36844 -0.0285 -0.0051 -0.0006 0.409
H -5.41306 0.27701 -5.32801 -0.0078 0.0024 -0.0244 0.244
H -2.50236 0.86831 -6.05158 0.0134 -0.0284 -0.0503 0.335
H -3.52119 -0.27161 -6.90423 -0.0297 0.0019 0.0006 0.385
H -2.34612 -1.68011 -5.47966 0.0445 0.0129 0.0059 0.413
H -3.83200 -1.43880 -4.59468 -0.0336 -0.0854 0.0443 0.254
H -1.26021 -0.02088 -4.13256 0.0203 -0.0821 0.0142 0.266
H -3.34261 -0.51567 -0.87300 0.0025 -0.0314 -0.0443 -1.037
H -4.37980 -2.38567 -2.69485 0.0447 -0.0209 0.0354 0.382
H -5.06456 -0.80462 -3.11229 0.0056 -0.0272 -0.0628 -0.094
H -5.08370 -1.85282 -0.26571 0.0146 -0.0052 -0.0474 -0.036
H -6.36344 -2.19128 -1.40966 -0.0276 0.0079 0.0456 0.556
H -5.48206 0.67992 -0.86247 -0.0062 -0.0131 0.0697 0.102
H -6.65508 -0.12270 0.15795 -0.0114 -0.0009 0.0010 0.486
H -6.96286 0.36320 -2.86116 -0.0034 -0.0123 0.0034 0.193
H -7.83327 1.18273 -1.57402 0.0140 0.0134 -0.0111 0.408
H -8.11400 -0.53140 -1.86624 -0.0009 0.0059 0.0018 0.368
```
Forces are in eV/Å.

Calculated values
orbital gap = 8.6 eV
charge = +1
F_max = 0.0090 Eh/bohr

- Number 1 is which compound?
  CHF3MgNO3S2Yb

- charge of number 1 (CHF3MgNO3S2Yb)?
  +2